Record 1
Formula: C29H79NO11
Source: the Open Molecules 2025 dataset
Level of theory: ωB97M-V/def2-TZVPD

Its largest force on an atom is 1.562 eV/A. The value obtained for the calculated total energy is -2034.576605 Ha. The calculation puts the HOMO energy at -0.307 Eh. The SMILES is CC1(C)CCCC(C)(C)N1O.CCO.CCO.CCO.CCO.CCO.CCO.CCO.CCO.CCO.CCO.

ORCA input file:
```
! RIJCOSX wB97M-V def2-TZVPD def2/J DEFGRID3
* xyz 0 1
C -2.09 0.81 5.89
C -0.57 0.81 5.90
C -0.08 0.96 7.33
C -0.11 -0.59 5.42
C -0.27 -0.82 3.93
C 0.50 0.30 3.23
C 0.10 1.73 3.59
C 1.17 2.67 3.06
C -1.24 2.05 2.89
N 0.03 1.83 5.04
O -0.18 3.13 5.51
H -2.54 0.02 6.49
H -2.54 1.76 6.23
H -2.57 0.66 4.91
H 1.01 0.84 7.36
H -0.25 1.97 7.72
H -0.53 0.21 7.97
H 0.97 -0.61 5.62
H -0.55 -1.38 6.04
H 0.26 -1.73 3.61
H -1.30 -0.92 3.57
H 0.42 0.19 2.14
H 1.57 0.11 3.36
H 2.09 2.51 3.62
H 0.91 3.72 3.19
H 1.38 2.45 2.02
H -1.06 2.14 1.82
H -1.66 3.00 3.21
H -2.00 1.28 3.02
H -1.12 3.33 5.35
C -3.47 -0.23 0.46
C -3.90 -0.04 -1.00
O -4.32 1.29 -1.24
H -3.02 -1.21 0.64
H -4.29 -0.03 1.14
H -2.67 0.51 0.62
H -4.75 -0.71 -1.18
H -3.06 -0.33 -1.65
H -3.49 1.79 -1.16
C 0.68 0.38 -0.88
C 0.07 -0.99 -0.63
O 0.69 -1.96 -1.50
H 0.59 0.78 -1.89
H 1.75 0.33 -0.69
H 0.23 1.08 -0.17
H -0.98 -1.04 -0.93
H 0.14 -1.33 0.41
H 1.65 -2.03 -1.33
C 2.02 3.66 -0.94
C 3.46 3.59 -0.46
O 4.30 4.32 -1.38
H 1.66 4.69 -0.94
H 1.34 3.10 -0.28
H 1.88 3.39 -1.99
H 3.80 2.56 -0.40
H 3.57 4.10 0.49
H 4.20 3.90 -2.23
C -0.02 -5.05 0.59
C -0.07 -4.28 1.88
O -1.46 -4.01 2.16
H -0.77 -5.85 0.56
H 0.97 -5.44 0.39
H -0.24 -4.38 -0.25
H 0.49 -3.35 1.85
H 0.30 -4.81 2.76
H -1.60 -3.69 3.05
C 3.30 -1.54 1.60
C 3.56 -2.55 0.48
O 3.35 -1.96 -0.79
H 2.25 -1.61 1.89
H 3.56 -0.52 1.32
H 3.85 -1.81 2.50
H 2.84 -3.37 0.59
H 4.54 -3.02 0.61
H 4.19 -1.92 -1.28
C -0.23 1.98 -5.48
C 0.73 3.01 -6.05
O 1.20 3.86 -4.98
H -0.38 1.21 -6.24
H -1.17 2.42 -5.16
H 0.18 1.45 -4.62
H 0.26 3.62 -6.82
H 1.59 2.52 -6.51
H 1.16 4.76 -5.29
C -2.45 4.12 -2.81
C -1.45 3.26 -2.05
O -2.06 2.99 -0.77
H -2.08 4.38 -3.81
H -2.67 5.07 -2.32
H -3.39 3.59 -2.92
H -0.50 3.79 -1.90
H -1.28 2.34 -2.59
H -2.35 3.84 -0.40
C -4.00 -5.15 -1.74
C -3.71 -4.06 -0.69
O -3.65 -4.72 0.59
H -4.45 -6.01 -1.25
H -3.10 -5.43 -2.28
H -4.73 -4.78 -2.47
H -4.46 -3.27 -0.64
H -2.74 -3.56 -0.81
H -2.76 -4.55 0.94
C -2.87 -1.76 -4.99
C -2.03 -2.25 -3.83
O -0.82 -1.49 -3.80
H -3.13 -0.70 -4.93
H -3.84 -2.25 -5.00
H -2.43 -1.94 -5.97
H -1.79 -3.30 -4.03
H -2.52 -2.12 -2.87
H -0.39 -1.67 -2.95
C 5.17 0.60 -2.34
C 6.18 -0.48 -2.67
O 5.73 -1.71 -2.11
H 4.21 0.43 -2.85
H 5.50 1.57 -2.74
H 4.92 0.72 -1.29
H 7.13 -0.18 -2.20
H 6.33 -0.53 -3.75
H 6.30 -2.43 -2.40
*
```

Record 2
Formula: C4H8N2O
Source: the Open Molecules 2025 dataset
Level of theory: ωB97M-V/def2-TZVPD

Its largest force on an atom is 3.592 eV/A. The value obtained for the calculated total energy is -341.836410 Ha. The calculation puts the HOMO energy (alpha / beta) at -0.296 / -0.296 Eh.

ORCA input file:
```
! RIJCOSX wB97M-V def2-TZVPD def2/J DEFGRID3
* xyz 0 1
C -1.55 1.90 0.08
C -0.78 -1.67 0.65
N -1.53 0.49 -0.16
C -0.84 -0.34 0.47
H -1.01 2.21 0.99
H -1.10 2.44 -0.76
H -2.58 2.24 0.19
H -1.68 -2.25 0.74
H 0.14 -2.13 0.96
N 2.27 -1.04 -0.60
C 1.54 0.07 -0.51
O 1.43 0.96 -1.29
H 2.74 -1.23 -1.48
H 2.27 -1.73 0.13
H 0.67 0.08 0.58
*
```

Record 3
Formula: H2O7S2
Source: the Open Molecules 2025 dataset
Level of theory: ωB97M-V/def2-TZVPD

Its largest force on an atom is 3.824 eV/A. The value obtained for the calculated total energy is -1323.707361 Ha. The calculation puts the HOMO energy (alpha / beta) at -0.362 / -0.363 Eh.

ORCA input file:
```
! RIJCOSX wB97M-V def2-TZVPD def2/J DEFGRID3
* xyz 0 1
O -2.34 -0.17 1.46
O -0.58 -1.83 -0.77
O 1.64 0.16 1.06
O 0.01 -0.55 -1.03
O 1.03 0.77 2.12
O -0.74 0.48 -0.59
O -0.29 1.19 1.78
S -0.11 -1.45 3.51
S -0.97 -0.16 1.06
H -0.89 -2.00 -1.63
H 1.89 0.89 0.33
*
```